[1]
Below is the ion C5H15NP with charge +1 in a non-equilibrium geometry, with properties calculated with ωB97M-V/def2-TZVPD.

**ΔE to the lowest compared entry with this formula, charge and spin**: 2.0488 eV
**Total energy**: -595.2678 Ha
**Total charge**: +1
**Strongest force on any atom**: 0.07929 hartree/bohr
**Lowest unoccupied orbital energy**: -3.19 eV
**HOMO-LUMO gap**: 0.408 hartree
**SMILES**: C[PH3][N+](C)=C(C)C

Each line ends with the Löwdin charge.
Element x y z (Å)
1 C 0.43 0.08 2.57  -0.207
2 P 1.06 -1.01 1.23  0.881
3 N 0.38 0.24 -0.38  -0.194
4 C 1.45 0.94 -0.98  -0.130
5 C -0.77 0.09 -0.91  -0.370
6 C -1.16 0.47 -2.29  -0.029
7 C -2.04 -0.39 -0.26  -0.030
8 H -0.05 -0.70 3.21  0.083
9 H 1.31 0.42 2.93  0.003
10 H -0.20 0.87 2.14  0.054
11 H 2.17 -0.73 0.32  0.028
12 H 0.26 -2.12 0.95  0.015
13 H 1.69 -1.79 2.18  -0.041
14 H 1.23 2.03 -1.10  0.115
15 H 2.39 0.96 -0.17  0.125
16 H 1.91 0.45 -1.83  0.095
17 H -2.24 0.72 -2.16  0.092
18 H -1.00 -0.29 -3.04  0.108
19 H -0.79 1.42 -2.73  0.102
20 H -1.80 -0.89 0.63  0.030
21 H -2.56 -1.08 -1.01  0.138
22 H -2.66 0.51 0.04  0.134

[2]
Below is a cluster of 2 separate species, CH3BrO2P in total in a non-equilibrium geometry, with properties calculated with ωB97M-V/def2-TZVPD.

**ΔE to the lowest compared entry with this formula, charge and spin**: 3.6240 eV
**Total energy**: -3105.7816 Ha
**Total charge**: -1
**Strongest force on any atom**: 0.05491 hartree/bohr
**Lowest unoccupied orbital energy (alpha / beta)**: 3.08 / 3.28 eV
**HOMO-LUMO gap (alpha / beta)**: 0.238 / 0.313 hartree

Each line ends with the Löwdin charge.
Element x y z (Å)
1 C 0.84 -1.65 -0.61  0.038
2 O -2.19 1.43 -0.10  -0.537
3 O 0.10 2.59 -0.14  -0.543
4 P -0.76 1.46 0.36  0.000
5 Br -0.81 1.64 2.56  0.146
6 H 1.41 -2.08 0.26  -0.001
7 H 0.37 -2.50 -0.97  -0.074
8 H 1.05 -0.89 -1.35  -0.028

[3]
Below is a structure of composition C22H33N2SZr in a non-equilibrium geometry, with properties calculated with ωB97M-V/def2-TZVPD.

**ΔE to the lowest compared entry with this formula, charge and spin**: 0.0000 eV
**Total energy**: -1412.6623 Ha
**Total charge**: +1
**Strongest force on any atom**: 0.05534 hartree/bohr
**Lowest unoccupied orbital energy**: -3.10 eV
**HOMO-LUMO gap**: 0.260 hartree

Each line ends with the Löwdin charge.
Element x y z (Å)
1 C 1.22 -2.27 0.47  -0.337
2 C 2.13 -1.48 -0.32  -0.336
3 C 1.54 -1.29 -1.62  -0.283
4 C 0.24 -1.91 -1.62  -0.279
5 C 0.05 -2.52 -0.33  -0.318
6 Zr 0.16 -0.15 0.14  1.412
7 C -2.35 1.54 -0.41  -0.351
8 C -1.97 1.05 0.84  -0.256
9 H -1.82 1.77 1.66  0.113
10 C -1.86 -0.37 1.14  -0.264
11 H -2.54 -1.06 0.63  0.055
12 H -1.75 -0.64 2.20  0.030
13 C -2.60 3.00 -0.65  -0.045
14 H -2.07 3.64 0.06  0.087
15 H -2.27 3.29 -1.66  0.093
16 H -3.67 3.23 -0.59  0.103
17 C -2.88 0.63 -1.48  -0.043
18 H -2.63 -0.44 -1.33  0.062
19 H -3.98 0.70 -1.55  0.112
20 H -2.48 0.90 -2.47  0.081
21 C 3.50 -1.05 0.06  -0.039
22 H 3.58 -0.87 1.14  0.060
23 H 4.24 -1.81 -0.21  0.103
24 H 3.78 -0.12 -0.45  0.089
25 C 2.26 -0.71 -2.78  -0.025
26 H 2.63 0.30 -2.55  0.091
27 H 3.12 -1.33 -3.06  0.103
28 H 1.60 -0.62 -3.66  0.079
29 C -0.62 -2.14 -2.81  -0.018
30 H -0.63 -1.27 -3.47  0.060
31 H -0.25 -2.99 -3.41  0.108
32 H -1.65 -2.36 -2.52  0.078
33 C -1.05 -3.48 0.02  -0.039
34 H -1.98 -3.22 -0.50  0.077
35 H -0.78 -4.50 -0.29  0.103
36 H -1.25 -3.49 1.09  0.077
37 C 1.56 -2.91 1.77  -0.038
38 H 0.69 -3.41 2.21  0.078
39 H 2.35 -3.68 1.63  0.107
40 H 1.96 -2.18 2.49  0.063
41 C 0.13 1.44 -1.50  -0.279
42 C 0.35 2.63 -0.83  -0.200
43 C -0.01 1.45 -2.89  -0.150
44 C 0.81 3.76 -1.52  -0.076
45 H 0.23 2.61 0.27  0.060
46 C 0.34 2.60 -3.60  -0.071
47 H -0.39 0.57 -3.42  0.075
48 C 0.83 3.73 -2.92  -0.083
49 H 1.14 4.65 -0.97  0.109
50 H 0.26 2.58 -4.69  0.109
51 H 1.19 4.59 -3.50  0.108
52 N 0.30 1.52 4.52  0.124
53 C 0.38 0.53 3.62  -0.779
54 N -0.26 -0.62 3.90  0.124
55 S 1.34 0.83 2.19  0.700
56 H -0.15 1.40 5.42  0.131
57 H 0.83 2.37 4.36  0.115
58 H -0.04 -1.48 3.40  0.095
59 H -0.66 -0.74 4.83  0.134